Entry 1:
The following is a quantum chemistry calculation of C4H10ClO4PS as an isolated structure at a distorted geometry, from the Open Molecules 2025 dataset.

M (g mol⁻¹): 220.61
LUMO (eV): 0.2
ΔE to the lowest compared entry with this formula, charge and spin (kJ/mol): 38.9
HOMO-LUMO gap (Eh): 0.341

Atoms and positions in Å:
C (0.726, -2.239, 0.432)
C (2.823, 0.742, -0.752)
C (-2.751, 0.482, 0.927)
C (-0.548, 1.108, -0.820)
O (-0.011, 0.400, 1.757)
O (-3.060, -0.635, -1.379)
O (0.757, -0.997, -0.275)
O (1.993, 1.109, 0.380)
P (0.572, 0.426, 0.434)
S (-2.051, -0.532, -0.379)
Cl (-1.077, 2.665, -0.586)
H (0.187, -2.935, -0.200)
H (0.064, -2.137, 1.282)
H (1.772, -2.464, 0.737)
H (2.218, 0.483, -1.602)
H (3.464, -0.128, -0.693)
H (3.549, 1.458, -0.912)
H (-2.035, 0.628, 1.770)
H (-3.673, -0.037, 1.196)
H (-3.028, 1.442, 0.466)
H (0.109, 1.160, -1.783)


Entry 2:
The following is a quantum chemistry calculation of a 2-piece molecular cluster, C2HClO2S overall at a distorted geometry, from the Open Molecules 2025 dataset.

M (g mol⁻¹): 124.55
Multiplicity: 3
LUMO (alpha / beta) (eV): 0.3 / -4.4
ΔE to the lowest compared entry with this formula, charge and spin (kJ/mol): 404.5
HOMO-LUMO gap (alpha / beta) (Eh): 0.387 / 0.252

Atoms and positions in Å:
C (1.067, 0.362, 0.435)
C (-0.035, -0.052, 0.127)
O (3.934, 0.124, 2.897)
O (4.386, 1.699, 1.123)
S (3.834, 0.478, 1.511)
Cl (4.962, -1.144, 0.424)
H (-1.018, 0.101, -0.268)